1.
A structure of composition C52H54N8PSY, computed with wB97M-V/def2-TZVPD.

Last column: Löwdin charge in e.
Atoms and positions in Å:
Y  0.119  -0.137  0.137  1.477
S  -1.934  -2.208  -1.316  0.914
P  -2.549  0.691  1.998  1.088
N  2.554  -0.815  1.135  0.032
N  -0.730  -2.453  1.431  -0.100
N  -0.695  0.358  -2.476  0.074
N  1.697  1.461  -1.137  0.084
N  -1.181  2.175  -0.685  -0.106
N  -2.624  0.462  -3.591  0.197
N  2.139  3.638  -0.960  0.199
N  1.130  -2.505  -0.764  -0.127
C  5.679  2.579  -0.785  -0.057
C  -6.885  0.263  0.450  -0.053
C  -2.641  -1.892  5.821  -0.055
C  4.135  0.738  -1.115  -0.044
C  0.589  2.622  1.856  -0.178
C  -3.825  -0.743  4.070  -0.064
C  -0.224  3.026  -1.421  -0.109
C  -2.622  -0.297  3.531  -0.386
C  -2.539  2.397  2.644  -0.377
C  -5.319  1.276  1.969  -0.095
C  -1.908  0.851  -2.513  -0.364
C  3.309  -2.797  4.198  -0.059
C  -2.965  4.755  2.300  -0.061
C  -2.417  5.036  3.546  -0.063
C  5.422  1.214  -0.992  -0.062
C  -0.003  -3.692  1.087  -0.174
C  -3.832  -1.537  5.207  -0.051
C  2.062  -0.384  3.519  -0.160
C  -2.693  -3.148  0.035  -0.421
C  -2.351  1.870  -1.517  -0.119
C  -4.263  0.581  1.373  -0.390
C  0.396  -1.539  -5.483  -0.062
C  2.693  -2.036  5.178  -0.061
C  -2.015  2.691  3.897  -0.071
C  -1.961  4.002  4.345  -0.058
C  0.551  -0.930  -4.255  -0.046
C  -1.436  -1.446  5.296  -0.054
C  3.366  3.004  -0.860  -0.170
C  3.081  1.648  -0.999  -0.229
C  -6.614  1.121  1.507  -0.048
C  0.655  -3.203  -1.976  -0.236
C  -5.848  -0.428  -0.158  -0.060
C  1.040  3.638  2.686  -0.086
C  4.657  3.504  -0.736  0.010
C  -4.552  -0.259  0.305  -0.138
C  3.279  -2.379  2.879  -0.049
C  2.617  -1.211  2.528  -0.243
C  -1.789  -0.337  -4.357  -0.188
C  0.847  1.251  2.011  -0.207
C  -2.178  -2.741  1.413  -0.266
C  -3.036  3.442  1.860  -0.132
C  -0.851  -3.438  -2.092  -0.393
C  1.299  -3.413  0.385  -0.197
C  -1.428  -0.650  4.160  -0.127
C  1.204  2.686  -1.137  -0.332
C  2.099  -0.835  4.836  -0.047
C  2.030  1.981  4.058  -0.025
C  -0.578  -0.365  -3.665  -0.246
C  -0.851  -1.565  -6.131  -0.060
C  1.605  0.984  3.180  -0.237
C  -1.962  -0.951  -5.592  0.005
C  1.765  3.315  3.813  -0.063
H  1.970  -2.938  1.095  0.055
H  -4.773  -1.880  5.611  0.114
H  -2.902  -0.929  -6.122  0.120
H  -3.168  1.509  -0.888  0.097
H  -5.129  1.942  2.799  0.119
H  -0.498  -2.187  2.389  0.094
H  3.287  -1.322  0.637  0.089
H  4.857  4.558  -0.628  0.121
H  3.798  -2.956  2.125  0.118
H  1.520  -0.847  -3.787  0.113
H  6.254  0.532  -1.082  0.112
H  2.060  -2.163  -1.003  0.094
H  -0.644  -4.298  0.455  0.095
H  6.701  2.915  -0.695  0.115
H  -2.651  -2.506  6.709  0.113
H  2.128  4.077  4.486  0.112
H  -2.718  -1.853  1.737  0.050
H  -2.371  6.056  3.898  0.113
H  -0.409  4.092  -1.249  0.143
H  -2.429  -3.529  2.135  0.143
H  -3.767  -2.970  0.001  0.076
H  -0.502  -1.714  5.766  0.099
H  1.966  4.629  -0.941  0.179
H  -3.563  0.749  -3.814  0.179
H  -2.723  2.753  -2.059  0.147
H  1.154  -4.179  -2.066  0.132
H  1.768  -4.355  0.078  0.138
H  3.953  -0.303  -1.354  0.101
H  0.796  4.668  2.470  0.108
H  -0.930  -2.043  -7.096  0.114
H  -3.558  3.233  0.933  0.102
H  0.185  -4.301  1.980  0.145
H  -1.555  4.213  5.323  0.117
H  -0.485  -0.286  3.770  0.069
H  3.828  -3.706  4.459  0.113
H  1.251  -1.980  -5.970  0.113
H  -1.146  -4.409  -1.692  0.078
H  -7.899  0.140  0.101  0.114
H  2.623  1.710  4.920  0.116
H  -1.645  1.900  4.535  0.105
H  -3.743  -0.765  -0.207  0.033
H  -6.045  -1.093  -0.986  0.111
H  -0.008  2.953  1.028  0.042
H  2.849  0.166  1.093  0.077
H  -2.566  -4.208  -0.180  0.080
H  -1.499  2.675  0.145  0.054
H  -4.768  -0.491  3.599  0.101
H  0.979  -2.616  -2.830  0.073
H  -0.363  2.850  -2.493  0.136
H  -3.371  5.550  1.692  0.111
H  1.658  -0.216  5.606  0.121
H  -1.101  -3.459  -3.156  0.084
H  -7.417  1.668  1.979  0.117
H  2.706  -2.361  6.205  0.113

Cartesian forces (eV/Å) of the 2 atoms listed first:
-0.0318 -0.3696 -0.5158
-0.1772 0.1877 -0.0017

For the energy relative to the best compared isomer or geometry (same formula, charge and spin), the calculation gives 0.650 eV. The total charge is +2. The total energy is -3229.5912 hartree. The LUMO energy comes out at -3.99 eV. The calculation puts the orbital gap at 8.570 eV.


2.
A structure of composition C52H55CsPSb, computed with wB97M-V/def2-TZVPD.

Last column: Löwdin charge in e.
Atoms and positions in Å:
Cs  0.018  0.048  -0.390  0.817
Sb  3.278  -0.002  -2.664  1.520
P  -1.955  1.985  -2.292  1.003
C  1.588  0.002  -6.718  -0.049
C  3.002  0.123  -4.781  -0.324
C  4.050  0.520  -5.607  -0.136
C  2.625  0.446  -7.526  -0.080
C  4.437  2.852  -3.240  -0.137
C  1.653  4.275  -4.083  -0.092
C  0.604  -0.757  -4.566  -0.076
C  -3.313  3.180  -1.985  -0.307
C  -0.375  -1.279  3.056  -0.058
C  -4.692  5.138  -2.198  -0.055
C  -2.352  -1.128  -1.932  -0.244
C  -3.103  -1.478  1.746  -0.053
C  0.988  -1.054  3.147  -0.055
C  -3.299  0.407  -5.809  -0.129
C  -4.215  2.704  -1.028  -0.109
C  4.879  -1.440  -2.651  -0.330
C  4.262  1.870  -2.274  -0.339
C  5.266  3.351  -0.658  -0.051
C  2.981  0.485  3.325  -0.051
C  -0.550  2.909  -3.022  -0.339
C  6.903  0.119  -2.755  -0.042
C  6.265  -1.245  -2.714  -0.286
C  -2.613  -0.569  -3.182  -0.379
C  -1.287  -0.224  2.982  -0.232
C  1.505  0.241  3.176  -0.299
C  6.585  -3.656  -2.707  -0.084
C  -2.663  5.043  -3.630  -0.036
C  -5.580  4.651  -1.253  -0.088
C  -0.051  2.603  -4.289  -0.093
C  7.094  -2.366  -2.737  -0.054
C  4.670  2.131  -0.958  -0.334
C  1.206  4.549  -2.799  -0.050
C  -0.310  4.203  -0.845  -0.056
C  -2.540  0.832  -3.530  -0.361
C  4.381  -2.743  -2.608  -0.158
C  0.600  1.293  3.095  -0.061
C  -2.980  -1.434  -4.275  -0.085
C  5.216  -3.849  -2.644  -0.093
C  1.039  3.276  -4.820  -0.069
C  5.457  4.316  -1.637  -0.077
C  1.756  -0.184  -5.347  -0.309
C  5.036  4.066  -2.932  -0.088
C  -5.344  3.419  -0.667  -0.090
C  -0.769  1.066  3.003  -0.064
C  0.122  3.874  -2.248  -0.302
C  -2.778  -0.513  2.890  -0.367
C  -3.639  0.740  2.763  -0.072
C  -3.303  -0.970  -5.517  -0.120
C  -2.927  1.271  -4.805  -0.139
C  -3.559  4.425  -2.590  -0.254
C  3.872  0.688  -6.973  -0.087
C  4.469  1.119  0.139  -0.090
H  -3.591  0.776  -6.783  0.084
H  -3.052  -1.009  3.828  0.144
H  2.489  4.827  -4.492  0.101
H  5.928  5.258  -1.385  0.103
H  0.339  4.967  -0.417  0.079
H  6.702  0.691  -1.848  0.073
H  -4.691  0.459  2.707  0.084
H  -6.032  3.015  0.066  0.100
H  8.167  -2.219  -2.785  0.107
H  4.993  1.416  1.047  0.078
H  0.238  -0.107  -3.769  0.037
H  6.527  0.713  -3.588  0.064
H  -3.402  1.296  1.851  0.074
H  -2.917  2.336  -5.011  0.091
H  3.406  1.025  0.389  0.057
H  4.098  2.679  -4.253  0.081
H  2.461  0.582  -8.588  0.103
H  4.797  -4.847  -2.621  0.102
H  -2.391  -0.480  -1.060  -0.124
H  3.566  -0.268  2.796  0.079
H  -0.256  3.320  -0.199  0.049
H  3.308  -2.906  -2.551  0.080
H  -1.431  1.918  2.926  0.107
H  -6.453  5.231  -0.981  0.100
H  3.258  1.468  2.944  0.070
H  0.970  2.313  3.090  0.117
H  7.259  -4.503  -2.731  0.103
H  4.833  0.126  -0.140  0.067
H  -2.344  4.317  -4.376  0.063
H  -3.023  -2.499  -4.076  0.101
H  -0.253  -0.933  -5.216  0.078
H  -3.183  5.852  -4.142  0.079
H  -0.542  1.841  -4.880  0.089
H  -4.026  1.737  -0.575  0.085
H  -0.734  -2.301  3.032  0.115
H  -4.884  6.100  -2.661  0.107
H  -4.167  -1.720  1.746  0.088
H  -3.519  1.412  3.614  0.083
H  -2.552  -2.416  1.819  0.075
H  0.865  -1.716  -4.110  0.083
H  -1.754  5.457  -3.188  0.081
H  3.270  0.446  4.378  0.089
H  5.169  4.813  -3.706  0.105
H  -2.641  -2.159  -1.759  0.024
H  -1.340  4.564  -0.800  0.075
H  1.396  3.019  -5.811  0.106
H  5.029  0.708  -5.180  0.084
H  -2.885  -1.029  0.777  0.044
H  7.983  0.030  -2.865  0.079
H  1.711  5.305  -2.207  0.112
H  -3.589  -1.682  -6.284  0.096
H  1.668  -1.898  3.187  0.118
H  0.622  -0.216  -7.159  0.115
H  4.700  1.002  -7.595  0.102
H  5.590  3.546  0.359  0.109

Cartesian forces (eV/Å) of the 2 atoms listed first:
0.6840 -0.0774 0.2941
-0.1561 0.0532 -0.0013

For the energy relative to the best compared isomer or geometry (same formula, charge and spin), the calculation gives 0.372 eV. The total energy is -2616.1948 hartree. The LUMO energy comes out at -0.01 eV. The calculation puts the orbital gap at 5.253 eV.